P | ORCA calculation (the ωB97M-V functional and the def2-TZVPD basis) on H28O14 as an isolated structure.

Output
* E_HOMO: -9.432 eV
* frontier orbital gap: 0.31778 Eh
* LUMO: -0.785 eV

Each line ends with the Mulliken charge.
Positions of all 42 atoms, in Å:
O (-56.24187, 7.15206, -0.57679)  -0.759
O (-60.09261, 4.19401, -1.22272)  -0.694
O (-54.31944, 2.57662, 1.26840)  -0.676
O (-60.17220, 5.92383, 1.01200)  -0.698
O (-58.70766, 5.49135, -2.19493)  -0.709
O (-55.48330, 4.88760, -2.02405)  -0.756
O (-56.83263, 5.31573, 3.93866)  -0.636
O (-58.41087, 7.19873, 1.50309)  -0.640
O (-54.93613, 6.44280, 1.84771)  -0.687
O (-58.61976, 2.73690, -1.58281)  -0.861
O (-57.46050, 4.78421, 0.56398)  -0.131
O (-57.40870, 1.05640, 1.01520)  -0.786
O (-56.13689, 2.44350, -0.10894)  -0.541
O (-56.50971, 2.91951, 2.22317)  -0.816
H (-59.32714, 3.30159, -1.28678)  0.502
H (-59.22579, 5.21557, -3.07182)  0.272
H (-60.42381, 4.85578, -0.56956)  0.379
H (-57.95872, 3.01334, -0.94681)  0.455
H (-57.35715, 0.14802, 0.62613)  0.278
H (-56.85867, 2.24797, 1.79716)  0.248
H (-56.84014, 4.56222, 3.24023)  0.156
H (-57.21728, 4.04093, 1.06513)  0.491
H (-57.78752, 5.33602, 4.04659)  0.321
H (-55.81784, 1.96942, -0.89556)  0.332
H (-60.90505, 6.56810, 0.90993)  0.329
H (-57.11456, 7.10010, -0.05369)  0.322
H (-56.43343, 2.45351, 2.98318)  0.379
H (-56.48816, 6.42088, -1.21353)  0.351
H (-58.32683, 7.69925, 2.42884)  0.265
H (-53.83884, 1.77179, 1.32448)  0.323
H (-55.59043, 2.88758, 0.39973)  0.320
H (-57.99558, 5.51821, 0.96108)  -0.021
H (-56.72411, 1.77497, 0.67519)  0.367
H (-55.49730, 6.13964, 2.53398)  0.344
H (-56.09465, 4.90856, -2.68199)  0.309
H (-54.97469, 2.40595, 1.98453)  0.322
H (-60.65689, 4.49525, -1.98921)  0.419
H (-59.23853, 7.38476, 1.05948)  0.319
H (-55.92451, 4.48304, -1.22489)  0.462
H (-55.53557, 6.35468, 1.10180)  0.446
H (-60.08337, 5.37281, 1.76021)  0.272
H (-59.18221, 5.06352, -1.48986)  0.429



Q | ORCA calculation (the ωB97M-V functional and the def2-TZVPD basis) on a 14-piece molecular cluster, H28O14 overall.

Output
* E_HOMO: -10.243 eV
* frontier orbital gap: 0.37361 Eh
* LUMO: -0.076 eV

Each line ends with the Mulliken charge.
Positions of all 42 atoms, in Å:
O (-0.99273, -0.58363, -4.04917)  -0.590
O (3.31436, -2.16488, 2.10739)  -0.533
O (-2.97622, 0.69154, 0.33598)  -0.574
O (-1.12959, -2.40142, -1.34727)  -0.600
O (3.23732, -1.25726, -2.94589)  -0.632
O (0.30158, 2.28449, 3.34568)  -0.642
O (-0.38666, 1.16837, -0.77142)  -0.557
O (2.47677, 1.23414, -0.04568)  -0.641
O (-0.47708, -2.32167, 2.53082)  -0.592
O (0.22183, 4.41863, 0.44985)  -0.486
O (1.18178, -2.86904, -2.99067)  -0.513
O (-2.04435, 3.25083, 1.99064)  -0.563
O (-4.11931, -1.77354, 2.08227)  -0.664
O (0.91821, -0.83763, 0.42806)  -0.433
H (1.64163, 0.88423, -0.16336)  0.392
H (-0.38607, -1.70650, 1.86718)  0.312
H (0.30701, 5.36666, 0.34366)  0.266
H (0.24745, 4.37183, 1.34057)  0.262
H (0.42966, -0.06860, 0.31839)  0.052
H (-0.72284, -1.04183, -4.84477)  0.293
H (4.06720, -2.67957, 2.22079)  0.267
H (3.00138, -0.63829, -2.32048)  0.334
H (-1.24562, 3.44170, 2.56401)  0.266
H (-0.10565, 1.61614, 2.82304)  0.318
H (2.10226, -2.96247, -2.74296)  0.309
H (-2.24573, 1.26545, 0.46690)  0.243
H (-1.92824, -0.54817, -4.07987)  0.313
H (-3.69932, 1.28159, 0.54256)  0.290
H (2.82633, 0.93145, 0.78889)  0.320
H (-2.43231, 4.12457, 2.21667)  0.305
H (-0.62766, -3.07808, -1.91324)  0.296
H (1.17139, -2.18193, -3.49234)  0.222
H (0.70101, -1.25633, -0.43971)  0.388
H (-0.23864, 0.92342, -1.63296)  0.179
H (-0.51930, 2.26854, -0.81773)  0.323
H (-1.32818, -1.98539, -2.27299)  0.301
H (0.82463, 1.77817, 4.02287)  0.300
H (-3.45043, -1.19695, 1.52445)  0.340
H (-0.89936, -2.23187, 3.29680)  0.267
H (3.42983, -1.87990, 1.24179)  0.265
H (-3.75561, -2.66279, 1.80665)  0.332
H (3.30925, -0.97401, -3.78536)  0.267



Relative to the most stable structure, the computed energies are P 0.2035; Q 0.0000, all in hartree.



P | ORCA calculation (the ωB97M-V functional and the def2-TZVPD basis) on H28O14 as an isolated structure.

Output
* E_HOMO: -9.572 eV
* frontier orbital gap: 0.34020 Eh
* LUMO: -0.315 eV

Each line ends with the Mulliken charge.
Positions of all 42 atoms, in Å:
O (-2.42810, 0.00929, 0.82107)  -0.649
O (0.54190, 2.39729, -3.34493)  -0.661
O (0.21490, 0.91529, 0.20107)  -0.231
O (3.36890, -2.36771, -0.83093)  -0.681
O (3.01390, 1.96029, 0.53507)  -0.715
O (-2.07610, 2.22829, -0.06993)  -0.583
O (-1.42510, -2.78971, 0.28807)  -0.887
O (-0.02010, -0.67871, 2.14307)  -0.620
O (0.96190, -3.49771, 1.90507)  -0.637
O (-0.61310, -0.02471, -2.91093)  -0.620
O (-3.34710, -0.73171, -1.85193)  -0.603
O (1.58290, 1.09929, 2.88207)  -0.724
O (0.58290, -2.52971, -0.08193)  -0.313
O (-0.09910, 3.80429, 0.87107)  -0.739
H (-0.70310, -0.08671, 1.77607)  0.293
H (1.95690, 1.44929, 2.08707)  0.384
H (-2.71110, 2.68029, -0.58993)  0.245
H (1.62090, -3.20471, 2.49107)  0.279
H (-0.36210, -0.08671, -3.77493)  0.306
H (-0.34210, -0.96771, -2.70893)  0.208
H (3.61690, -3.11271, -0.35893)  0.290
H (-2.42310, -0.29671, -2.01393)  0.364
H (-3.33610, -0.11071, 1.36007)  0.272
H (0.19390, -2.62771, -0.95393)  0.170
H (2.36990, -2.23171, -0.39693)  0.394
H (0.38790, -0.13871, 0.35607)  0.212
H (0.75190, 1.60629, 3.01007)  0.309
H (0.90790, 2.25829, -4.18493)  0.273
H (-1.50510, 2.93529, 0.40607)  0.295
H (0.55890, -0.24671, 2.66607)  0.442
H (-0.45710, -2.82171, 0.47007)  0.371
H (0.58890, 3.13429, 0.68107)  0.322
H (-1.85710, -1.89171, 0.34207)  0.358
H (-2.42110, 0.67929, 0.14307)  0.165
H (0.83790, -2.73471, 1.44207)  0.311
H (-0.63910, 1.17029, -0.26693)  0.221
H (-3.96310, -0.05371, -1.46393)  0.312
H (0.05890, 1.56929, -3.05493)  0.423
H (2.28690, 1.51529, 0.05507)  0.302
H (-0.11110, 3.69729, 1.86707)  0.364
H (3.77590, 1.47329, -0.04693)  0.355
H (0.65890, -3.34971, 0.10607)  0.421



Q | ORCA calculation (the ωB97M-V functional and the def2-TZVPD basis) on a 14-piece molecular cluster, H28O14 overall.

Output
* E_HOMO: -8.610 eV
* frontier orbital gap: 0.30199 Eh
* LUMO: -0.392 eV

Each line ends with the Mulliken charge.
Positions of all 42 atoms, in Å:
O (-1.17281, -2.94046, -0.75744)  -0.550
O (1.23532, 1.61035, 1.03424)  -0.552
O (-2.40669, -2.41929, 3.41392)  -0.663
O (3.46880, 2.87304, 2.32968)  -0.571
O (-1.98358, -0.73638, 1.05816)  -0.534
O (-2.87413, -0.79479, -2.18676)  -0.671
O (3.83509, -2.55452, -0.86134)  -0.617
O (0.03017, -1.64905, -2.31459)  -0.519
O (-0.09156, -0.17174, 0.05097)  -0.362
O (1.42821, -1.32343, -0.42062)  -0.661
O (2.92236, 0.85515, -2.22877)  -0.609
O (-4.40710, 2.25643, 0.78417)  -0.611
O (-1.39903, 4.27816, -2.12645)  -0.598
O (2.49868, -0.33527, 1.87704)  -0.603
H (-1.42359, -3.02195, 0.23458)  0.268
H (3.22849, -0.33125, 2.48649)  0.246
H (3.38670, -2.75217, -0.06575)  0.298
H (-3.65434, -1.36161, -1.99209)  0.312
H (2.23386, 1.43558, -2.38463)  0.293
H (3.20881, 0.46046, -3.10634)  0.303
H (0.33627, 1.87683, 1.00148)  0.238
H (0.18474, -0.81630, -2.80204)  0.254
H (0.67200, -0.23781, 0.60432)  0.347
H (-3.34696, -2.61008, 3.55227)  0.323
H (2.61623, 3.16909, 1.96685)  0.296
H (-1.21201, 3.94346, -1.30790)  0.281
H (-2.43358, -0.55800, -1.43041)  0.293
H (-3.49380, 2.20035, 0.71093)  0.272
H (-0.67775, -1.96600, -2.74519)  0.271
H (3.25019, -2.63844, -1.61849)  0.316
H (-2.29237, 4.56541, -2.24085)  0.318
H (-1.92270, -2.73822, -1.27740)  0.255
H (1.83887, 0.23874, 2.42439)  0.232
H (2.03808, -1.15027, 0.26372)  0.323
H (3.86272, 3.61736, 2.80249)  0.282
H (-2.29178, -1.43465, 1.68647)  0.261
H (1.49100, 1.71423, 0.11133)  0.296
H (-4.70137, 2.04710, -0.18152)  0.332
H (-0.44305, 0.76191, 0.00352)  0.153
H (1.90084, -1.06609, -1.21773)  0.335
H (-2.38163, -1.53025, 3.64695)  0.325
H (-1.05759, -0.76561, 1.22233)  0.396



Relative to the most stable structure, the computed energies are P 0.0093; Q 0.0000, all in hartree.



P | ORCA calculation (the ωB97M-V functional and the def2-TZVPD basis) on a 2-piece molecular cluster, CH8NO overall.

Output
* net charge: +1
* E_HOMO: -16.776 eV
* frontier orbital gap: 0.48219 Eh
* LUMO: -3.655 eV

Each line ends with the Mulliken charge.
Positions of all 11 atoms, in Å:
O (0.45786, -1.00043, -1.85300)  -0.723
N (0.57759, 0.11768, 0.73091)  -0.221
C (-0.85113, 0.50691, 0.93983)  -0.799
H (0.71295, -0.34623, -0.18705)  0.273
H (-0.99230, 0.82513, 1.96535)  0.355
H (-1.10261, 1.28257, 0.23020)  0.325
H (-0.42939, -0.95039, -2.22959)  0.346
H (1.04831, -0.63531, -2.52767)  0.354
H (-1.51221, -0.33526, 0.77407)  0.324
H (1.11633, 0.98388, 0.67824)  0.385
H (0.97458, -0.44855, 1.47870)  0.381



Q | ORCA calculation (the ωB97M-V functional and the def2-TZVPD basis) on a 2-piece molecular cluster, CH8NO overall.

Output
* net charge: +1
* E_HOMO: -15.860 eV
* frontier orbital gap: 0.43691 Eh
* LUMO: -3.972 eV

Each line ends with the Mulliken charge.
Positions of all 11 atoms, in Å:
O (0.67646, -0.11829, 0.82250)  -0.630
N (-1.42483, -0.83723, -0.49371)  -0.511
C (1.27022, 1.10968, 0.31334)  -0.582
H (-0.46623, -0.41657, -0.22987)  0.344
H (1.67770, 1.61404, 1.19398)  0.233
H (-1.89908, -1.02848, 0.33684)  0.350
H (-1.30965, -1.68885, -1.15006)  0.416
H (1.36646, -0.82056, 0.76424)  0.363
H (-2.06723, -0.16488, -0.99466)  0.403
H (0.37554, 1.59089, -0.04267)  0.260
H (1.80065, 0.76024, -0.51994)  0.354



Relative to the most stable structure, the computed energies are P 0.0000; Q 0.0379, all in hartree.



P | ORCA calculation (the ωB97M-V functional and the def2-TZVPD basis) on a 3-piece molecular cluster, C6H18NO overall.

Output
* net charge: +1
* E_HOMO: -14.268 eV
* frontier orbital gap: 0.19130 Eh
* LUMO: -9.062 eV

Each line ends with the Mulliken charge.
Positions of all 26 atoms, in Å:
O (-1.36108, 2.68722, 3.18961)  -0.592
N (1.15769, -1.46191, -0.90607)  -0.054
C (-0.29556, 0.32732, -1.03729)  -1.270
C (-0.49620, -1.69517, -2.67124)  -1.262
C (-0.20213, -1.15284, -1.24304)  0.456
C (1.50569, 1.15129, 0.52149)  -1.365
C (0.02365, 0.84230, 0.39022)  0.931
C (-0.55142, -0.06132, 1.44694)  -1.537
H (-1.57792, 3.49201, 2.70044)  0.304
H (1.91862, 1.50419, -0.41980)  0.367
H (1.84404, 1.94549, 1.18739)  0.365
H (0.01782, -0.98865, 1.59633)  0.346
H (3.05010, -5.16635, -2.33262)  0.100
H (-1.58760, -0.27074, 1.13020)  0.358
H (-0.86406, -1.68377, -0.51124)  0.367
H (0.37639, 0.81652, -1.79032)  0.382
H (-1.30924, 0.64206, -1.27275)  0.432
H (2.02804, 0.23244, 0.84188)  0.306
H (-0.68871, 0.39681, 2.42376)  0.352
H (-1.54626, -1.68323, -2.98230)  0.371
H (2.65718, -5.12593, -1.70627)  -0.098
H (-1.16110, 3.07392, 4.04535)  0.304
H (-0.31890, -2.77177, -2.63894)  0.426
H (0.05948, -1.16318, -3.45297)  0.359
H (1.22573, -2.49565, -0.84276)  0.355
H (-0.55659, 1.76630, 0.47711)  0.296



Q | ORCA calculation (the ωB97M-V functional and the def2-TZVPD basis) on a 3-piece molecular cluster, C6H18NO overall.

Output
* net charge: +1
* E_HOMO: -14.373 eV
* frontier orbital gap: 0.23495 Eh
* LUMO: -7.980 eV

Each line ends with the Mulliken charge.
Positions of all 26 atoms, in Å:
O (2.59794, -1.33512, -3.50631)  -0.599
N (-0.67358, -0.18384, 1.61305)  -0.204
C (-0.08878, -0.75373, -1.37770)  -1.591
C (-1.99921, 1.83329, 1.66864)  -1.592
C (-1.29866, 0.73322, 0.85619)  0.529
C (1.82747, -0.18240, 0.10873)  -1.164
C (-0.10626, 1.36960, -0.00549)  -1.330
C (0.73181, 0.37410, -0.75801)  0.957
H (-0.95315, -0.35032, -1.90988)  0.389
H (2.77404, -2.26604, -3.66646)  0.309
H (-1.27337, 2.21873, 2.39172)  0.473
H (-0.59258, 2.10330, -0.63986)  0.452
H (0.52692, 1.91115, 0.70159)  0.394
H (-1.50026, -3.05097, 2.90619)  -0.069
H (1.32073, -0.32341, 1.10799)  0.261
H (0.51023, -1.31452, -2.09326)  0.405
H (-0.73622, 0.12887, 2.59858)  0.348
H (2.97686, -0.85793, -4.25489)  0.297
H (-0.45880, -1.47757, -0.65828)  0.351
H (1.14438, 0.96020, -1.57847)  0.372
H (-2.06017, 0.23478, 0.23694)  0.365
H (-2.47139, 2.63230, 1.10772)  0.398
H (-2.20408, -3.23108, 2.75691)  0.068
H (2.24314, -1.11047, -0.24882)  0.368
H (-2.82314, 1.39353, 2.24797)  0.415
H (2.58615, 0.54434, 0.39523)  0.395



R | ORCA calculation (the ωB97M-V functional and the def2-TZVPD basis) on a 2-piece molecular cluster, C6H18NO overall.

Output
* net charge: +1
* E_HOMO: -14.593 eV
* frontier orbital gap: 0.40816 Eh
* LUMO: -3.487 eV

Each line ends with the Mulliken charge.
Positions of all 26 atoms, in Å:
O (2.56876, -1.47952, -3.12984)  -0.606
N (0.30338, -1.71587, 1.10584)  -0.284
C (-0.44626, -0.82848, 0.07010)  0.618
C (-1.27703, 2.09522, 0.84558)  -0.495
C (-0.87048, -1.73452, -1.03268)  -1.588
C (-0.48217, 2.09375, 2.13164)  -0.941
C (0.43418, 0.37388, -0.30555)  -0.809
C (-0.38558, 1.65384, -0.34666)  -0.887
H (0.33178, 2.48201, -0.40443)  0.398
H (-1.51189, -1.29041, -1.80545)  0.401
H (2.86180, -2.04487, -2.40964)  0.290
H (0.21033, 2.93615, 2.19146)  0.338
H (-0.99333, 2.03431, 3.08901)  0.333
H (-2.16578, 1.44981, 0.87396)  0.330
H (0.96924, -1.15260, 1.62601)  0.331
H (-1.27893, -0.43155, 0.65017)  0.121
H (-0.95937, 1.63256, -1.27627)  0.313
H (0.20285, 1.22900, 2.08915)  0.114
H (-1.68174, 3.08683, 0.66185)  0.398
H (-0.39946, -2.05107, 1.76977)  0.383
H (3.22500, -1.76209, -3.75644)  0.311
H (0.72639, -2.58949, 0.79614)  0.342
H (0.85617, 0.20356, -1.30007)  0.288
H (-1.46229, -2.61077, -0.75686)  0.425
H (-0.07925, -2.04303, -1.72942)  0.336
H (1.30370, 0.46337, 0.35263)  0.541



Relative to the most stable structure, the computed energies are P 0.2117; Q 0.1787; R 0.0000, all in hartree.